Here is C56H75As3BrN4OPTeV as an isolated structure at a distorted geometry from OMol25. Energies are from wB97M-V/def2-TZVPD.

Geometry (Å):
V 0.570891 -0.928685 0.237268
C 1.496253 -0.824540 4.520002
C 0.929723 -1.131271 3.280407
N 1.401719 -0.675948 2.131626
C 2.422781 0.212877 2.191444
C 3.076008 0.558496 3.377924
C 2.600863 -0.007983 4.570112
C 4.153788 1.513155 3.328767
C 4.461258 2.148946 2.180427
C 3.703590 1.910759 0.978082
C 3.868394 2.665614 -0.192787
C 3.020308 2.436193 -1.248975
C 2.056187 1.432016 -1.146742
N 1.903463 0.663515 -0.078567
C 2.711523 0.924005 0.983280
H 1.060850 -1.244353 5.415606
H 0.058308 -1.766346 3.215160
H 3.077766 0.228388 5.512054
H 4.696331 1.724555 4.239753
H 5.259027 2.877965 2.150734
H 4.633527 3.428302 -0.244289
H 3.091076 3.007043 -2.163794
H 1.387952 1.233965 -1.972442
C 3.777271 -1.218169 -1.902870
As 2.387480 -2.336958 -1.099414
C 3.653522 -3.637253 -0.405705
C 1.730547 -3.418981 -2.600075
C 1.082064 -2.822635 -3.856413
C 1.937354 -1.736142 -4.503992
C -0.323731 -2.246053 -3.601637
As -0.626044 -0.818845 -2.275475
C -2.573830 -0.884004 -2.284505
C -0.474915 0.728716 -3.456160
C 0.864439 -3.971367 -4.869932
As 2.229380 -5.258710 -5.534629
C 3.952523 -4.331047 -5.386350
C 2.423803 -6.435304 -3.969352
H 4.366962 -1.826803 -2.589753
H 4.422034 -0.883043 -1.087018
H 3.400253 -0.348765 -2.432277
H 3.147333 -4.554448 -0.131253
H 4.374453 -3.826742 -1.201955
H 4.159736 -3.231394 0.468903
H 1.044438 -4.142746 -2.143214
H 2.608592 -3.989611 -2.907638
H 1.955736 -0.824487 -3.905829
H 1.526374 -1.475478 -5.480287
H 2.968068 -2.049714 -4.647098
H -1.014225 -3.051981 -3.340329
H -0.698988 -1.825463 -4.541539
H -2.897088 -1.211657 -3.274702
H -2.946829 0.121504 -2.096749
H -2.969142 -1.560134 -1.534293
H -1.213024 0.605879 -4.250190
H 0.512161 0.799582 -3.908129
H -0.692891 1.633661 -2.888418
H 0.440935 -3.538034 -5.780476
H 0.092434 -4.645142 -4.480695
H 4.009424 -3.520848 -6.110922
H 4.712491 -5.066664 -5.648486
H 4.174369 -3.949921 -4.389582
H 1.437237 -6.668798 -3.569362
H 3.043134 -6.017653 -3.177043
H 2.875784 -7.365463 -4.309491
C -1.910418 2.053278 2.123217
C -1.258277 1.474332 0.897991
O -0.918574 0.259182 0.993480
N -1.061213 2.076215 -0.258923
Te -1.226850 3.986431 -0.660022
C -3.186937 4.400195 -1.318617
C -4.312477 3.588821 -1.179949
C -4.361109 2.282952 -0.436009
C -5.509551 4.047628 -1.725571
C -5.614800 5.266620 -2.375457
C -6.915856 5.728601 -2.959583
C -4.470507 6.050861 -2.483868
C -3.249834 5.639624 -1.971787
C -2.061835 6.554729 -2.122372
C -1.070587 5.162059 1.078522
C -2.146728 5.642003 1.828647
C -3.575426 5.219659 1.639492
C -1.869202 6.562327 2.836606
C -0.580908 6.990318 3.120845
C -0.319793 8.005621 4.192080
C 0.468643 6.452588 2.382694
C 0.250548 5.543621 1.359718
C 1.440836 4.984947 0.623406
H -1.594879 1.489179 2.997223
H -2.992543 1.941694 2.022979
H -1.695167 3.109033 2.272040
H -3.393921 1.795062 -0.360113
H -5.048284 1.601354 -0.936145
H -4.750749 2.436803 0.573593
H -6.390625 3.425598 -1.624401
H -7.751477 5.141740 -2.584312
H -6.899741 5.633599 -4.046196
H -7.098987 6.776665 -2.727129
H -4.528587 7.010195 -2.981190
H -2.376450 7.493010 -2.574013
H -1.289504 6.126529 -2.767183
H -1.601592 6.808071 -1.162705
H -3.659768 4.183301 1.313068
H -4.084535 5.838924 0.898299
H -4.112066 5.316122 2.581506
H -2.692938 6.943699 3.426952
H -1.169064 8.101896 4.864443
H -0.133380 8.983857 3.747593
H 0.558356 7.740823 4.778674
H 1.483910 6.749072 2.613143
H 1.473296 5.305159 -0.421607
H 1.458391 3.890484 0.635411
H 2.358526 5.327928 1.097867
Br 1.153723 -6.249250 0.709375
C 2.257506 -5.718482 2.169765
C 2.617839 -6.690671 3.094848
C 3.422729 -6.287465 4.142874
C 3.828307 -4.958279 4.214448
C 3.405338 -4.088969 3.227779
N 2.619708 -4.458441 2.210181
H 2.279334 -7.708882 2.989096
H 3.734303 -7.002166 4.891858
H 4.465025 -4.609226 5.013943
H 3.701936 -3.046798 3.242764
C -1.792856 -3.925517 -0.543533
P -1.287574 -2.961200 0.930829
C -2.808506 -2.009983 1.318441
C -1.427162 -4.242175 2.236360
C -2.487111 -5.149072 2.187147
C -2.644891 -6.111630 3.169049
C -1.749151 -6.181422 4.226579
C -0.695103 -5.286327 4.289917
C -0.534761 -4.327176 3.298531
H -2.865131 -4.125349 -0.557042
H -1.258770 -4.876215 -0.549601
H -1.530864 -3.392328 -1.452325
H -3.669593 -2.679751 1.344341
H -2.972237 -1.215242 0.594687
H -2.689698 -1.544175 2.296677
H -3.202388 -5.116928 1.376364
H -3.469618 -6.807929 3.108591
H -1.874735 -6.933010 4.993258
H 0.016977 -5.338851 5.103124
H 0.328848 -3.685052 3.338624

Atomic forces in eV per Å
V -1.04 -0.29 -0.18
C 0.04 0.02 -0.03
C -0.06 -0.15 0.06
N 0.19 0.18 0.34
C 0.04 0.13 -0.10
C 0.17 0.05 0.02
C -0.08 -0.09 -0.02
C -0.09 -0.07 -0.04
C -0.09 -0.05 -0.06
C 0.16 0.06 0.07
C -0.05 -0.11 -0.03
C 0.02 -0.04 0.04
C -0.07 -0.03 -0.16
N 0.33 0.32 0.19
C -0.02 0.01 0.10
H 0.01 0.00 0.01
H 0.04 0.01 0.02
H 0.02 0.02 0.02
H 0.02 0.01 0.04
H 0.03 0.03 -0.01
H 0.04 0.03 0.01
H 0.00 0.02 -0.01
H 0.03 0.02 0.02
C 0.08 -0.04 0.00
As -0.03 0.13 -0.20
C 0.06 0.04 -0.11
C 0.06 -0.13 0.02
C -0.06 0.01 0.01
C 0.07 0.07 0.01
C -0.09 -0.01 -0.07
As 0.22 -0.24 0.23
C 0.00 0.04 -0.12
C -0.08 0.06 -0.03
C -0.06 0.04 0.04
As 0.00 -0.05 -0.06
C 0.02 0.01 0.00
C 0.00 0.01 0.00
H 0.00 0.05 0.03
H 0.00 0.00 -0.04
H -0.01 -0.04 0.03
H 0.02 0.02 -0.06
H 0.02 -0.01 0.03
H -0.02 -0.03 -0.08
H 0.03 0.02 0.00
H -0.06 0.05 -0.01
H -0.01 -0.01 0.04
H -0.01 0.01 -0.04
H 0.01 -0.04 -0.01
H 0.06 0.01 0.03
H 0.00 -0.07 0.02
H -0.04 0.06 0.06
H -0.02 0.01 0.03
H 0.00 -0.04 0.00
H 0.04 0.05 0.00
H -0.01 0.01 -0.01
H 0.00 -0.06 -0.03
H 0.00 0.00 0.01
H 0.01 0.00 0.00
H 0.01 0.01 -0.01
H 0.02 0.00 0.00
H 0.00 0.00 0.02
H -0.01 -0.02 0.01
H 0.01 0.00 0.02
H 0.01 -0.01 0.00
C -0.05 0.08 0.05
C 0.10 0.05 -0.08
O 0.18 -0.33 -0.05
N 0.04 0.07 0.09
Te -0.02 -0.05 -0.24
C 0.01 -0.07 0.10
C -0.11 -0.01 -0.10
C 0.04 -0.07 -0.04
C 0.04 -0.01 0.01
C 0.05 0.01 0.01
C -0.03 0.01 -0.01
C 0.01 -0.04 0.03
C -0.12 0.09 -0.08
C 0.06 0.08 -0.03
C 0.04 -0.04 0.01
C -0.02 0.13 0.08
C -0.07 -0.09 -0.04
C 0.02 -0.05 -0.01
C -0.02 -0.02 -0.03
C -0.01 0.00 0.03
C -0.03 -0.03 -0.01
C 0.05 0.09 0.11
C 0.03 -0.02 -0.03
H 0.01 -0.01 0.01
H 0.02 -0.02 0.02
H 0.03 -0.05 -0.03
H -0.03 0.01 -0.05
H -0.01 -0.02 0.01
H -0.01 0.00 0.00
H -0.03 -0.02 0.00
H -0.01 -0.01 0.00
H 0.00 0.00 -0.02
H 0.00 0.02 0.00
H -0.02 0.06 -0.03
H 0.03 0.00 -0.01
H -0.02 0.00 0.00
H -0.02 0.00 0.02
H 0.03 0.10 0.07
H 0.00 0.00 0.00
H -0.02 0.03 0.01
H -0.04 0.01 0.02
H -0.02 0.01 0.02
H 0.01 0.03 -0.02
H 0.03 0.00 0.02
H 0.05 0.02 0.01
H -0.01 0.01 0.02
H -0.05 0.04 0.02
H 0.03 -0.01 -0.01
Br -0.01 0.00 -0.02
C -0.04 -0.12 0.00
C 0.01 0.13 -0.04
C 0.03 0.07 0.02
C -0.02 -0.07 -0.02
C -0.05 -0.05 0.05
N -0.17 -0.02 0.26
H -0.02 -0.05 -0.01
H 0.02 -0.01 0.02
H 0.02 0.00 0.02
H 0.01 0.07 0.00
C -0.03 -0.09 -0.06
P 0.14 0.22 -0.14
C -0.06 -0.07 -0.01
C 0.03 0.02 0.00
C -0.02 0.02 0.02
C -0.01 0.00 -0.02
C 0.00 0.00 0.03
C 0.02 0.00 -0.01
C 0.02 -0.11 -0.03
H 0.02 -0.02 0.01
H 0.01 0.02 0.02
H -0.02 0.02 0.04
H -0.01 0.04 0.02
H 0.01 0.00 -0.03
H 0.01 -0.01 0.01
H -0.02 0.01 -0.02
H -0.02 -0.02 0.00
H 0.00 -0.02 0.03
H 0.01 -0.01 0.02
H 0.11 0.06 -0.02

Values from the calculation:
net charge: +2
<S²>: 0.76
energy relative to the best compared isomer or geometry (same formula, charge and spin): 0.0 kcal per mole
lowest unoccupied orbital energy (alpha / beta): -4.8247 / -4.8831 eV
2S+1: 2
energy: -362114.0609 eV
max |F|: 1.096 eV/Å